17 unconnected molecules or ions with the total composition C61H165N9O26, computed with ωB97M-V/def2-TZVPD.

## Properties
* energy: -132562.0302 eV
* HOMO level: -0.305 hartree
* 2S+1: 1
* lowest unoccupied orbital energy: 0.016 Ha
* frontier orbital gap: 8.76 eV
* charge: 0
* maximum force: 2.925 eV/A

Geometry as XYZ:
```
261
C61H165N9O26 | the OMol25 dataset | ωB97M-V/def2-TZVPD
O -0.3326 6.8226 0.7526
H -0.3111 7.7077 1.0539
H 0.5141 6.3892 0.5268
C -3.2634 -1.4922 6.2961
O -2.5989 -0.6458 5.3564
H -3.4213 -2.5749 5.9925
H -2.7198 -1.4907 7.2694
H -4.1915 -1.0120 6.5675
H -2.0422 -1.1937 4.7428
C -0.0091 1.8529 3.8286
O 1.3189 1.5762 3.3517
H -0.4521 0.9077 4.1622
H -0.0056 2.5669 4.6112
H -0.6114 2.2452 3.0194
H 1.8571 1.1466 4.0309
C -3.1992 1.9457 2.9222
O -2.7918 2.0646 4.2530
H -4.2729 2.1837 2.7818
H -2.6438 2.7023 2.2688
H -3.0083 0.9131 2.4775
H -2.8945 1.2256 4.7244
C 3.4385 -1.5178 5.3630
O 3.1334 -0.1882 5.0778
H 3.2997 -2.0965 4.4225
H 4.4549 -1.8028 5.7100
H 2.6778 -1.8195 6.0429
H 3.7592 0.2603 4.4555
C -3.7343 0.4078 -0.4798
O -4.6220 0.7210 -1.5353
H -3.4465 -0.6113 -0.5873
H -2.9170 1.1305 -0.4523
H -4.2841 0.4975 0.4635
H -4.1210 0.7328 -2.3443
C -3.3554 5.3046 -0.3038
O -2.3896 4.8246 0.6563
H -4.2603 4.6266 -0.2948
H -3.5926 6.3092 -0.0348
H -2.8352 5.3486 -1.2834
H -1.8618 5.6369 0.7252
C -0.0063 0.3237 0.2426
O 1.2379 0.0797 0.9270
H -0.5871 1.0045 0.8684
H 0.1658 0.8680 -0.7099
H -0.6385 -0.5268 0.0177
H 1.2143 0.5636 1.7607
C -7.3037 -0.9447 1.0944
O -6.7295 -1.4116 2.3111
C -5.9168 -0.4358 2.8873
C -6.3310 -0.2956 4.3777
N -7.6708 0.2088 4.5105
C -7.7251 1.6488 4.5912
C -9.2560 1.9882 4.5879
O -9.7789 1.7342 3.3346
C -11.1209 2.1497 3.2865
H -6.5002 -0.7789 0.3688
H -7.6816 0.1108 1.2227
H -8.1628 -1.5459 0.6719
H -5.9281 0.4405 2.2497
H -4.9120 -0.8231 2.7990
H -5.6291 0.3863 4.8694
H -6.1512 -1.3167 4.8159
H -8.2365 -0.1160 3.7608
H -7.1283 2.1429 3.8446
H -7.3117 2.0108 5.5324
H -9.3523 3.0492 4.9435
H -9.7002 1.2938 5.3768
H -11.5763 1.7565 2.4115
H -11.2201 3.2142 3.2019
H -11.6640 1.7374 4.0954
C 2.6259 -6.3693 -2.3938
O 1.8913 -6.3687 -1.1757
C 1.1266 -5.2667 -0.9916
C 0.2967 -5.4816 0.2072
N 1.1043 -5.2967 1.4374
C 0.3434 -5.4579 2.6877
C 1.2765 -5.3457 3.8391
O 2.1260 -6.4706 3.6326
C 3.0340 -6.6239 4.7040
H 3.0079 -7.3978 -2.4824
H 3.4678 -5.6518 -2.5178
H 1.8717 -6.1898 -3.1728
H 0.4326 -5.1882 -1.8914
H 1.7309 -4.3513 -0.9409
H -0.1440 -6.4996 0.0936
H -0.5098 -4.7372 0.2070
H 1.8908 -5.9508 1.4187
H -0.2341 -6.4403 2.7016
H -0.4027 -4.6732 2.7616
H 0.8111 -5.4452 4.8180
H 1.8669 -4.4160 3.6689
H 2.6031 -7.0455 5.5970
H 3.5225 -5.6157 4.8471
H 3.7873 -7.3589 4.4887
C 5.6958 5.9802 0.6233
O 4.6387 6.8781 0.6950
C 3.9665 6.8298 1.9524
C 2.4992 6.8177 1.6357
N 2.0304 5.6865 0.7337
C 1.7995 4.4433 1.3987
C 2.1561 3.2771 0.5488
O 3.5195 3.4181 0.2014
C 3.9537 2.5896 -0.8730
H 6.1585 6.1700 -0.3394
H 5.3625 4.9557 0.6117
H 6.4005 6.1251 1.4629
H 4.2084 7.7094 2.4951
H 4.3477 5.9814 2.5231
H 2.3097 7.7245 1.0628
H 1.9423 6.7932 2.5816
H 2.7236 5.6131 0.0127
H 0.7096 4.3999 1.6501
H 2.3780 4.2876 2.3227
H 1.5776 3.1830 -0.3556
H 1.9754 2.3777 1.1076
H 3.3554 2.6307 -1.8019
H 3.9636 1.5418 -0.6006
H 4.9369 2.9360 -1.1599
C 5.0921 2.2232 7.8012
O 5.7204 2.3424 6.5582
C 4.8181 2.7680 5.5529
C 5.4350 2.5368 4.1907
N 5.4202 1.1782 3.7888
C 5.4822 1.0459 2.3458
C 5.8713 -0.3366 1.8455
O 7.1627 -0.7398 2.3824
C 7.5521 -1.9806 1.9009
H 4.1636 1.7113 7.7221
H 4.9751 3.2087 8.3065
H 5.7425 1.6054 8.4670
H 4.6488 3.8771 5.6052
H 3.8400 2.2453 5.6688
H 6.4643 2.9695 4.2045
H 4.9985 3.1634 3.3890
H 5.9408 0.4752 4.3245
H 6.2049 1.7503 1.8620
H 4.4755 1.2178 1.8754
H 5.9565 -0.3500 0.7786
H 5.0895 -1.0406 2.1824
H 6.7361 -2.7245 1.9465
H 8.4013 -2.2919 2.5105
H 7.8909 -1.9885 0.8081
C 7.0619 2.6963 -3.6833
O 5.7984 3.2916 -4.1414
C 5.1213 2.4744 -5.0306
C 3.9384 3.3161 -5.5175
N 2.9160 3.6254 -4.4931
C 1.8392 2.7064 -4.2896
C 0.8977 3.3835 -3.3291
O -0.0077 2.4527 -2.8292
C -0.9118 2.9158 -1.9273
H 7.4432 3.3322 -2.9086
H 7.8266 2.6298 -4.4741
H 6.8382 1.7378 -3.2669
H 4.6916 1.5771 -4.4934
H 5.7497 2.0894 -5.8653
H 3.4717 2.6929 -6.3010
H 4.4351 4.2426 -5.9002
H 3.4405 4.0035 -3.7370
H 2.0093 1.6962 -3.9464
H 1.2891 2.5351 -5.2297
H 0.4169 4.1858 -3.8892
H 1.3960 3.7673 -2.4309
H -1.5710 3.5439 -2.5020
H -0.6106 3.4762 -1.0685
H -1.4354 2.0335 -1.5292
C -3.4508 2.7799 -4.4225
O -3.9952 1.4668 -4.2782
C -3.6013 0.5790 -5.3483
C -4.5474 -0.6468 -5.3050
N -5.9066 -0.2195 -5.7680
C -7.0588 -1.1779 -5.5228
C -8.3380 -0.7729 -6.3457
O -9.2879 -1.7840 -6.1288
C -10.4803 -1.6572 -6.8273
H -3.7258 3.3358 -5.3597
H -2.3689 2.8128 -4.2625
H -3.9137 3.2956 -3.5730
H -2.6190 0.1558 -5.0268
H -3.5508 1.0438 -6.3413
H -4.6198 -1.0458 -4.2837
H -4.1619 -1.5009 -5.9031
H -6.0418 0.6231 -5.2583
H -7.4314 -1.1666 -4.5023
H -6.6918 -2.1644 -5.7945
H -7.9745 -0.7756 -7.3962
H -8.7214 0.1868 -5.9768
H -11.1389 -2.3686 -6.3474
H -10.2493 -1.8586 -7.9015
H -10.9427 -0.6304 -6.7150
C 4.5130 -0.6738 -2.4912
O 3.3153 -0.7451 -3.1828
C 2.3530 -1.7248 -2.7096
C 0.9491 -1.2823 -3.2374
N -0.0875 -2.1020 -2.6801
C -1.2529 -2.1688 -3.5985
C -2.3473 -2.9921 -2.9869
O -3.1610 -2.2916 -2.0747
C -4.3258 -3.1034 -1.8078
H 4.2881 -0.4591 -1.4397
H 5.0845 0.1182 -2.9366
H 5.0874 -1.6214 -2.6503
H 2.2897 -1.7198 -1.5946
H 2.6157 -2.7551 -3.0457
H 0.9600 -1.3367 -4.3458
H 0.9267 -0.2292 -2.9236
H -0.2953 -1.9226 -1.7131
H -0.8345 -2.6776 -4.4129
H -1.5274 -1.1583 -3.8300
H -1.8048 -3.8280 -2.4371
H -2.9626 -3.4349 -3.7925
H -5.0297 -2.4985 -1.2572
H -4.0085 -3.9907 -1.3085
H -4.8692 -3.3950 -2.6842
C 8.1288 -1.4870 -4.1021
O 6.8773 -1.8982 -4.5487
C 6.7639 -1.7361 -5.9338
C 5.3936 -2.2265 -6.2903
N 4.4247 -1.1567 -6.0713
C 3.0017 -1.6791 -6.3160
C 2.0755 -0.5185 -6.4272
O 0.7700 -0.9772 -6.6030
C -0.1356 0.0097 -6.8294
H 8.9535 -2.1060 -4.4198
H 7.9975 -1.3780 -3.0099
H 8.2388 -0.4277 -4.4944
H 7.5396 -2.3013 -6.4170
H 6.8412 -0.6944 -6.2107
H 5.2147 -3.1337 -5.6441
H 5.3960 -2.5580 -7.3056
H 4.4921 -0.8459 -5.0891
H 2.7076 -2.3264 -5.4884
H 3.0575 -2.3342 -7.1302
H 2.3514 0.2352 -7.1324
H 2.2173 -0.0247 -5.4504
H -1.0537 -0.4034 -7.1280
H 0.1745 0.6717 -7.6736
H -0.3320 0.6362 -5.9770
C -4.0944 -4.0174 2.0074
O -2.6979 -3.7907 2.3071
C -2.2882 -2.5026 1.7841
C -0.9513 -2.1936 2.3897
N -1.0478 -2.3319 3.8503
C 0.2237 -2.1717 4.5318
C 0.0690 -2.6073 6.0119
O -0.5063 -3.9042 5.9322
C -0.6652 -4.4686 7.2476
H -4.3167 -5.0149 2.4410
H -4.3722 -4.0474 0.9607
H -4.7872 -3.2293 2.4506
H -3.0665 -1.7620 2.1126
H -2.2434 -2.5178 0.7162
H -0.6850 -1.1621 2.2065
H -0.1280 -2.7763 1.9339
H -1.4505 -3.2669 4.0923
H 0.5096 -1.1024 4.4954
H 1.0897 -2.7065 4.1176
H -0.6555 -1.9125 6.4944
H 1.0252 -2.5931 6.4855
H 0.2421 -4.3081 7.8864
H -0.6900 -5.5545 7.1245
H -1.5940 -4.0158 7.7330
```